Entry from OMol25: the molecule C6H14O (wB97M-V/def2-TZVPD).

Each atom is followed by the atoms it is bonded to, with distances in Å.
Geometry (Å):
1 C -1.616 0.188 2.467  O2 1.409, H8 1.124, H9 1.100, H10 1.100
2 O -0.995 0.565 1.260  C1 1.409, C3 1.406
3 C -0.116 -0.389 0.715  O2 1.406, C4 1.518, H11 1.117, H12 1.108
4 C 0.426 0.005 -0.647  C3 1.518, C5 1.536, C6 1.528, C7 1.522
5 C 0.940 -1.301 -1.270  C4 1.536, H13 1.098, H14 1.092, H15 1.099
6 C -0.687 0.594 -1.513  C4 1.528, H16 1.094, H17 1.099, H18 1.095
7 C 1.565 1.004 -0.505  C4 1.522, H19 1.097, H20 1.099, H21 1.099
8 H -1.672 -0.927 2.599  C1 1.124
9 H -2.643 0.578 2.525  C1 1.100
10 H -1.088 0.563 3.356  C1 1.100
11 H -0.681 -1.330 0.508  C3 1.117
12 H 0.718 -0.584 1.418  C3 1.108
13 H 1.696 -1.790 -0.639  C5 1.098
14 H 1.393 -1.100 -2.243  C5 1.092
15 H 0.134 -2.030 -1.434  C5 1.099
16 H -1.044 1.536 -1.087  C6 1.094
17 H -1.550 -0.079 -1.609  C6 1.099
18 H -0.291 0.777 -2.517  C6 1.095
19 H 1.185 1.913 -0.021  C7 1.097
20 H 1.977 1.236 -1.496  C7 1.099
21 H 2.347 0.569 0.132  C7 1.099

Its largest force on an atom is 1.1 eV/Å. The energy above the lowest of the compared OMol25 structures with the same formula, charge and spin comes out at 0.7605 eV. As for the structure (SMILES): COCC(C)(C)C. The value obtained for the gap between HOMO and LUMO is 0.391 Eh. The HOMO energy comes out at -9.72 eV.

---

Entry from OMol25: a cluster of 2 separate species, C6H14O in total (wB97M-V/def2-TZVPD).

Each atom is followed by the atoms it is bonded to, with distances in Å.
Geometry (Å):
1 C -3.075 0.325 -0.641  C2 1.330, H8 1.089, H10 1.087
2 C -2.117 0.228 0.276  C1 1.330, C3 1.506, H11 1.092
3 C -1.242 -0.980 0.488  C2 1.506, C4 1.531, H12 1.099, H13 1.099
4 C 0.191 -0.658 0.918  C3 1.531, C5 1.519, H15 1.096, H16 1.098
5 C 1.058 -0.038 -0.165  C4 1.519, O6 1.408, H17 1.105, H18 1.105
6 O 2.338 0.154 0.390  C5 1.408, C7 1.402
7 C 3.262 0.677 -0.525  O6 1.402, H19 1.102, H20 1.093, H21 1.102
8 H -3.271 -0.483 -1.346  C1 1.089
9 H -0.790 0.241 -3.119  H14 0.743
10 H -3.709 1.204 -0.715  C1 1.087
11 H -1.962 1.056 0.971  C2 1.092
12 H -1.696 -1.595 1.278  C3 1.099
13 H -1.242 -1.599 -0.420  C3 1.099
14 H -1.138 0.312 -2.466  H9 0.743
15 H 0.689 -1.574 1.256  C4 1.096
16 H 0.176 0.023 1.779  C4 1.098
17 H 1.114 -0.706 -1.044  C5 1.105
18 H 0.640 0.921 -0.518  C5 1.105
19 H 3.403 0.008 -1.389  C7 1.102
20 H 4.215 0.780 0.000  C7 1.093
21 H 2.952 1.665 -0.900  C7 1.102

Its largest force on an atom is 0.3 eV/Å. The energy above the lowest of the compared OMol25 structures with the same formula, charge and spin comes out at 2.3718 eV. As for the structure (SMILES): C=CCCCOC.[H][H]. The value obtained for the gap between HOMO and LUMO is 0.397 Eh. The HOMO energy comes out at -9.62 eV.

---

Entry from OMol25: a cluster of 2 separate species, C6H14O in total (wB97M-V/def2-TZVPD).

Each atom is followed by the atoms it is bonded to, with distances in Å.
Geometry (Å):
1 C -2.973 0.137 -0.414  C2 1.330, H8 1.089, H10 1.087
2 C -2.087 0.092 0.577  C1 1.330, C3 1.505, H11 1.092
3 C -1.193 -1.079 0.887  C2 1.505, C4 1.532, H12 1.098, H13 1.099
4 C 0.233 -0.687 1.286  C3 1.532, C5 1.519, H15 1.096, H16 1.098
5 C 1.029 -0.041 0.165  C4 1.519, O6 1.408, H17 1.105, H18 1.105
6 O 2.331 0.198 0.644  C5 1.408, C7 1.402
7 C 3.170 0.755 -0.332  O6 1.402, H19 1.102, H20 1.093, H21 1.102
8 H -3.097 -0.696 -1.105  C1 1.089
9 H -0.741 0.800 -2.948  H14 0.744
10 H -3.614 1.000 -0.571  C1 1.087
11 H -2.003 0.947 1.251  C2 1.092
12 H -1.641 -1.635 1.721  C3 1.098
13 H -1.173 -1.764 0.027  C3 1.099
14 H -1.067 0.635 -2.299  H9 0.744
15 H 0.780 -1.576 1.618  C4 1.096
16 H 0.207 0.003 2.140  C4 1.098
17 H 1.059 -0.708 -0.716  C5 1.105
18 H 0.559 0.903 -0.165  C5 1.105
19 H 3.270 0.092 -1.206  C7 1.102
20 H 4.153 0.893 0.124  C7 1.093
21 H 2.797 1.731 -0.682  C7 1.102

Its largest force on an atom is 0.3 eV/Å. The energy above the lowest of the compared OMol25 structures with the same formula, charge and spin comes out at 2.3459 eV. As for the structure (SMILES): C=CCCCOC.[H][H]. The value obtained for the gap between HOMO and LUMO is 0.397 Eh. The HOMO energy comes out at -9.63 eV.

---

Entry from OMol25: a cluster of 2 separate species, C6H14O in total (wB97M-V/def2-TZVPD).

Each atom is followed by the atoms it is bonded to, with distances in Å.
Geometry (Å):
1 C -0.411 1.135 -0.307  C2 1.545, C5 1.554, H8 1.098, H10 1.095
2 C 0.364 0.927 -1.626  C1 1.545, C3 1.532, H11 1.095, H12 1.098
3 C -0.320 -0.281 -2.276  C2 1.532, C4 1.530, H13 1.099, H14 1.095
4 C -0.585 -1.195 -1.078  C3 1.530, C5 1.539, H15 1.098, H16 1.095
5 C -1.080 -0.231 0.015  C1 1.554, C4 1.539, H17 1.096, H18 1.092
6 O 1.086 -0.354 2.369  C7 1.413, H9 0.964
7 C 0.230 0.294 3.288  O6 1.413, H19 1.100, H20 1.099, H21 1.093
8 H 0.250 1.488 0.496  C1 1.098
9 H 1.280 0.262 1.653  O6 0.964
10 H -1.171 1.915 -0.426  C1 1.095
11 H 0.369 1.821 -2.259  C2 1.095
12 H 1.412 0.674 -1.414  C2 1.098
13 H -1.274 0.027 -2.724  C3 1.099
14 H 0.283 -0.749 -3.061  C3 1.095
15 H 0.356 -1.663 -0.759  C4 1.098
16 H -1.296 -2.001 -1.287  C4 1.095
17 H -2.170 -0.131 -0.034  C5 1.096
18 H -0.825 -0.603 1.009  C5 1.092
19 H -0.526 0.919 2.791  C7 1.100
20 H 0.787 0.919 4.000  C7 1.099
21 H -0.293 -0.487 3.846  C7 1.093

Its largest force on an atom is 0.4 eV/Å. The energy above the lowest of the compared OMol25 structures with the same formula, charge and spin comes out at 0.7729 eV. As for the structure (SMILES): C1CCCC1.CO. The value obtained for the gap between HOMO and LUMO is 0.419 Eh. The HOMO energy comes out at -10.41 eV.

---

Entry from OMol25: a cluster of 2 separate species, C6H14O in total (wB97M-V/def2-TZVPD).

Each atom is followed by the atoms it is bonded to, with distances in Å.
Geometry (Å):
1 C -2.421 -1.686 0.627  O2 1.437, H8 1.092, H9 1.094, H10 1.091
2 O -1.098 -2.173 0.350  C1 1.437, C3 1.303
3 C -0.755 -2.166 -0.907  O2 1.303, H12 1.119
4 C 0.525 0.701 -0.387  C5 1.527, C6 1.528, C7 1.529, H11 1.100
5 C 1.642 0.922 -1.405  C4 1.527, H13 1.097, H14 1.098, H15 1.096
6 C -0.284 1.977 -0.158  C4 1.528, H16 1.097, H17 1.096, H18 1.098
7 C 1.078 0.168 0.934  C4 1.529, H19 1.097, H20 1.098, H21 1.097
8 H -3.028 -1.761 -0.277  C1 1.092
9 H -2.335 -0.642 0.944  C1 1.094
10 H -2.825 -2.289 1.442  C1 1.091
11 H -0.156 -0.049 -0.816  C4 1.100
12 H 0.308 -2.511 -0.858  C3 1.119
13 H 2.229 0.007 -1.548  C5 1.097
14 H 2.327 1.712 -1.070  C5 1.098
15 H 1.236 1.215 -2.379  C5 1.096
16 H -1.081 1.814 0.578  C6 1.097
17 H -0.750 2.327 -1.086  C6 1.096
18 H 0.360 2.781 0.222  C6 1.098
19 H 0.273 -0.109 1.626  C7 1.097
20 H 1.696 0.930 1.427  C7 1.098
21 H 1.702 -0.721 0.782  C7 1.097

Its largest force on an atom is 0.5 eV/Å. The energy above the lowest of the compared OMol25 structures with the same formula, charge and spin comes out at 3.5303 eV. The value obtained for the gap between HOMO and LUMO is 0.349 Eh. The HOMO energy comes out at -8.69 eV.

---

Entry from OMol25: a cluster of 3 separate species, C6H14O2 in total (wB97M-V/def2-TZVPD).

Each atom is followed by the atoms it is bonded to, with distances in Å.
Geometry (Å):
1 C -0.959 2.272 -0.459  C2 1.501, H7 1.089, H8 1.083, H9 1.078
2 C 0.315 1.521 -0.714  C1 1.501, C3 1.324, C4 1.515
3 C 0.534 0.957 -1.892  C2 1.324, H10 1.084, H11 1.091
4 C 1.180 1.352 0.519  C2 1.515, C5 1.502, H12 1.081, H13 1.081
5 C 0.968 -0.011 1.115  C4 1.502, C6 1.331, H14 1.078
6 C 0.158 -0.310 2.128  C5 1.331, H15 1.088, H16 1.085
7 H -0.750 3.281 -0.107  C1 1.089
8 H -1.543 1.796 0.318  C1 1.083
9 H -1.610 2.369 -1.314  C1 1.078
10 H -0.192 0.967 -2.697  C3 1.084
11 H 1.429 0.398 -2.169  C3 1.091
12 H 2.225 1.498 0.286  C4 1.081
13 H 0.881 2.101 1.238  C4 1.081
14 H 1.527 -0.807 0.652  C5 1.078
15 H -0.556 0.366 2.592  C6 1.088
16 H 0.055 -1.350 2.420  C6 1.085
17 H 0.650 -3.262 -0.714  O19 0.977
18 H 2.020 -3.151 -1.500  O19 0.975
19 O 1.140 -3.570 -1.501  H17 0.977, H18 0.975
20 H -3.058 -1.852 0.114  O22 0.972
21 H -2.180 -2.255 1.333  O22 0.986
22 O -2.233 -2.310 0.350  H20 0.972, H21 0.986

Its largest force on an atom is 0.9 eV/Å. The energy above the lowest of the compared OMol25 structures with the same formula, charge and spin comes out at 0.8704 eV. Its spin multiplicity is 2. The net charge is -1. The value obtained for the gap between HOMO and LUMO (spin up / spin down) is 0.099 / 0.351 Eh. The HOMO energy (spin up / spin down) comes out at 0.94 / -6.22 eV.

---

Entry from OMol25: a cluster of 3 separate species, C6H14O2 in total (wB97M-V/def2-TZVPD).

Each atom is followed by the atoms it is bonded to, with distances in Å.
Geometry (Å):
1 C 2.931 0.290 -1.392  C2 1.527, H7 1.090, H8 1.125, H9 1.082
2 C 2.070 0.167 -0.136  C1 1.527, C3 1.379, C5 1.465
3 C 2.659 -0.513 0.908  C2 1.379, H10 0.983, H11 0.995
4 C 0.113 0.908 1.221  C5 1.384, H12 1.144, H13 1.200
5 C 0.860 0.970 0.057  C2 1.465, C4 1.384, C6 1.479
6 C 0.077 1.513 -1.074  C5 1.479, H14 1.040, H15 1.121, H16 1.107
7 H 2.538 0.102 -2.392  C1 1.090
8 H 3.779 -0.448 -1.347  C1 1.125
9 H 3.383 1.272 -1.439  C1 1.082
10 H 2.264 -0.631 1.800  C3 0.983
11 H 3.506 -1.024 0.801  C3 0.995
12 H -0.955 1.265 1.427  C4 1.144
13 H 0.513 0.543 2.291  C4 1.200
14 H 0.175 2.503 -1.375  C6 1.040
15 H -1.031 1.572 -0.918  C6 1.121
16 H 0.065 0.699 -1.824  C6 1.107
17 H -5.067 -1.287 -4.418  O19 0.954
18 H -5.334 -0.011 -3.581  O19 0.907
19 O -5.344 -0.374 -4.412  H17 0.954, H18 0.907
20 H -2.746 -2.961 5.842  O22 0.954
21 H -1.845 -1.916 5.008  O22 1.052
22 O -2.609 -2.637 4.955  H20 0.954, H21 1.052

Its largest force on an atom is 6.2 eV/Å. The energy above the lowest of the compared OMol25 structures with the same formula, charge and spin comes out at 3.9405 eV. As for the structure (SMILES): C=C(C)C(=C)C.O.O. The value obtained for the gap between HOMO and LUMO is 0.327 Eh. The HOMO energy comes out at -8.37 eV.

---

Entry from OMol25: a cluster of 3 separate species, C6H14O2 in total (wB97M-V/def2-TZVPD).

Each atom is followed by the atoms it is bonded to, with distances in Å.
Geometry (Å):
1 C 0.814 -0.780 -1.256  C2 1.323, C3 1.474, H7 1.129
2 C 1.116 -1.299 -2.435  C1 1.323, H8 1.080, H9 1.084
3 C 1.460 -0.999 0.051  C1 1.474, C4 1.550, H10 1.106, H11 1.133
4 C 0.395 -1.425 1.095  C3 1.550, C5 1.334, H12 1.082
5 C -0.372 -0.411 1.500  C4 1.334, C6 1.504, H13 1.093
6 C -1.630 -0.652 2.287  C5 1.504, H14 1.109, H15 1.115, H16 1.109
7 H -0.215 -0.322 -1.195  C1 1.129
8 H 0.588 -1.018 -3.334  C2 1.080
9 H 1.915 -1.998 -2.652  C2 1.084
10 H 2.170 -0.278 0.496  C3 1.106
11 H 2.183 -1.862 0.176  C3 1.133
12 H 0.292 -2.484 1.292  C4 1.082
13 H -0.064 0.587 1.179  C5 1.093
14 H -1.416 -1.557 2.891  C6 1.109
15 H -2.580 -0.926 1.772  C6 1.115
16 H -2.075 0.116 2.953  C6 1.109
17 H -3.261 2.094 0.768  O19 0.962
18 H -1.803 1.683 1.036  O19 0.974
19 O -2.375 2.148 0.398  H17 0.962, H18 0.974
20 H 0.452 1.827 -1.788  O22 0.954
21 H 1.979 1.876 -1.339  O22 0.938
22 O 1.218 2.362 -1.594  H20 0.954, H21 0.938

Its largest force on an atom is 4.2 eV/Å. The energy above the lowest of the compared OMol25 structures with the same formula, charge and spin comes out at 3.0457 eV. As for the structure (SMILES): C=CC/C=C/C.O.O. The value obtained for the gap between HOMO and LUMO is 0.382 Eh. The HOMO energy comes out at -9.58 eV.